*P*
{"formula": "C3H12O2S2", "method": "wB97M-V/def2-TZVPD", "elements": ["C", "C", "C", "S", "S", "H", "H", "H", "H", "H", "H", "H", "H", "H", "H", "O", "H", "H", "O"], "positions_angstrom": [[-0.217, -0.369, 0.312], [-1.470, -0.479, 1.163], [1.043, -0.585, 1.162], [2.702, -0.400, 0.299], [2.253, 0.549, -1.521], [-0.289, -1.168, -0.432], [-0.245, 0.611, -0.152], [-1.695, -1.354, 1.789], [-2.264, -0.436, 0.407], [-1.705, 0.319, 1.880], [0.971, 0.151, 1.964], [1.028, -1.625, 1.467], [2.695, 1.776, -1.269], [1.140, -1.769, -2.484], [0.936, -3.081, -3.173], [0.551, -2.204, -3.111], [-1.295, 3.690, 1.037], [-1.977, 2.872, -0.008], [-2.162, 3.504, 0.671]], "smiles": "CCCSS.O.O", "gap_ev": 9.5}

*Q*
{"formula": "C3H12O2S2", "method": "wB97M-V/def2-TZVPD", "elements": ["C", "C", "C", "S", "S", "H", "H", "H", "H", "H", "H", "H", "H", "H", "H", "O", "H", "H", "O"], "positions_angstrom": [[1.078, 0.623, 0.577], [2.597, 0.331, 0.687], [0.345, -0.678, 0.205], [-1.457, -0.203, 0.122], [-2.300, -1.368, -1.316], [0.899, 1.397, -0.181], [0.728, 1.101, 1.708], [3.102, -0.236, -0.225], [3.245, 1.221, 0.796], [2.982, -0.291, 1.518], [0.357, -1.519, 1.050], [0.699, -1.115, -0.675], [-2.183, -0.600, -2.396], [0.182, 1.540, -3.216], [0.464, 0.141, -3.311], [-0.251, 0.652, -3.419], [2.907, 2.511, 3.868], [1.952, 1.410, 4.073], [2.833, 1.586, 4.330]], "smiles": "CCCSS.O.O", "gap_ev": 9.4}

Which of them is the most stable, and which is the least stable? *P* and *Q*, in that order.

*P*
{"formula": "C3H2INS", "method": "wB97M-V/def2-TZVPD", "elements": ["C", "C", "C", "N", "S", "I", "H", "H"], "positions_angstrom": [[-0.395, 1.406, -0.061], [0.643, -2.203, -0.695], [-1.432, 0.932, 0.438], [0.082, -1.901, 0.243], [0.942, 2.521, -0.208], [-2.862, -0.473, 0.557], [1.564, 1.897, 1.084], [1.457, -2.180, -1.358]], "smiles": "SC#CI.C#N", "gap_ev": 8.8}

*Q*
{"formula": "C3H2INS", "method": "wB97M-V/def2-TZVPD", "elements": ["C", "C", "C", "N", "S", "I", "H", "H"], "positions_angstrom": [[-0.003, -0.825, 0.372], [0.605, -0.111, -0.602], [1.364, -2.506, -0.505], [0.414, -2.077, 0.634], [1.689, -1.179, -1.551], [2.229, -4.334, -0.578], [-0.836, -0.320, 0.806], [0.105, 0.766, -0.914]], "smiles": "Ic1nccs1", "gap_ev": 8.8}

Which of them is the most stable, and which is the least stable? *Q* and *P*, in that order.